{
  "formula": "C22H42BrPdSi",
  "method": "ωB97M-V/def2-TZVPD",
  "symbols": ["Pd", "C", "C", "C", "C", "C", "C", "C", "C", "C", "C", "H", "H", "H", "H", "H", "H", "H", "H", "H", "H", "H", "H", "H", "H", "H", "C", "C", "C", "C", "Si", "Br", "C", "C", "C", "C", "C", "C", "C", "C", "H", "H", "H", "H", "H", "H", "H", "H", "H", "H", "H", "H", "H", "H", "H", "H", "H", "H", "H", "H", "H", "H", "H", "H", "H", "H", "H"],
  "positions_angstrom": [[-0.10662, 2.43432, 0.35879], [-1.90502, 2.88259, -0.85830], [-2.28414, 3.03004, 0.51274], [-1.61301, 4.18608, 1.02747], [-0.80994, 4.73928, -0.01084], [-0.98534, 3.94173, -1.17729], [-0.39785, 4.15377, -2.53559], [-0.02639, 6.00132, 0.11563], [-1.78776, 4.77416, 2.38711], [-3.26298, 2.18470, 1.26588], [-2.40158, 1.86588, -1.83849], [-1.18789, 4.20737, -3.28850], [0.26009, 3.33475, -2.82758], [0.17909, 5.07386, -2.59300], [-0.70269, 6.84522, 0.27256], [0.56803, 6.21198, -0.76996], [0.64963, 5.97531, 0.97111], [-2.13862, 5.80619, 2.31124], [-0.85081, 4.80129, 2.94632], [-2.51153, 4.21693, 2.97913], [-4.17882, 2.74487, 1.47454], [-2.86032, 1.85670, 2.22356], [-3.54253, 1.29626, 0.70326], [-2.97045, 2.34686, -2.64028], [-3.05466, 1.13531, -1.36470], [-1.58220, 1.32512, -2.30874], [2.36297, -2.14103, 2.68065], [2.35975, -2.65843, 1.23449], [3.76726, -2.38766, 0.68282], [2.13636, -4.19040, 1.26811], [1.00273, -1.92460, 0.15218], [1.15004, 0.36938, 0.63854], [-0.76548, -2.28430, 0.70854], [-1.18190, -3.66365, 0.15335], [-0.88112, -2.32781, 2.23934], [-1.79178, -1.24217, 0.23179], [1.32132, -1.96667, -1.70975], [1.59842, -3.43203, -2.11909], [2.50863, -1.10270, -2.16953], [0.11073, -1.47246, -2.51012], [3.13655, -2.69760, 3.22384], [1.42541, -2.29400, 3.21084], [2.62277, -1.08098, 2.74322], [4.49005, -2.82252, 1.38312], [3.99456, -1.32161, 0.60856], [3.94973, -2.84571, -0.28770], [2.97376, -4.63653, 1.81781], [2.11704, -4.65811, 0.28078], [1.22259, -4.47585, 1.79040], [-0.50747, -4.47178, 0.44521], [-1.26922, -3.67808, -0.93342], [-2.17029, -3.90742, 0.56125], [-0.30391, -3.13178, 2.69425], [-1.93308, -2.50289, 2.49327], [-0.58500, -1.38695, 2.71095], [-1.85002, -1.13806, -0.84923], [-1.60157, -0.25749, 0.65880], [-2.78118, -1.56032, 0.58427], [2.53280, -3.81922, -1.71500], [1.68234, -3.46508, -3.21191], [0.79985, -4.12387, -1.83863], [3.45541, -1.35542, -1.70097], [2.32830, -0.03831, -2.01119], [2.62955, -1.25448, -3.24877], [-0.77818, -2.09108, -2.39207], [0.37990, -1.49133, -3.57265], [-0.15429, -0.44091, -2.26241]],
  "atomic_forces_ev_per_a": [[-0.3, 1.0, 0.0], [-0.1, -0.1, -0.3], [-0.2, -0.1, 0.0], [0.0, -0.2, 0.1], [0.1, -0.1, 0.0], [0.0, -0.2, -0.2], [0.0, 0.1, 0.0], [0.1, 0.0, 0.0], [0.0, 0.0, 0.1], [-0.1, 0.1, 0.0], [-0.2, 0.1, 0.0], [0.0, 0.0, 0.0], [0.0, -0.1, 0.0], [0.0, 0.0, 0.0], [0.0, 0.0, 0.0], [0.0, 0.0, 0.0], [0.0, 0.0, 0.0], [0.0, 0.0, 0.0], [0.0, 0.0, 0.0], [0.0, 0.0, 0.0], [0.0, 0.0, 0.0], [0.0, 0.0, 0.0], [0.0, 0.0, 0.0], [0.0, 0.0, 0.1], [0.0, 0.0, 0.0], [0.1, 0.0, 0.0], [0.1, 0.0, 0.2], [0.1, -0.2, 0.1], [0.1, -0.1, 0.0], [0.2, -0.1, 0.1], [-0.1, 0.3, -0.1], [0.8, -0.2, 0.3], [-0.2, -0.2, -0.1], [-0.2, -0.1, 0.1], [-0.2, 0.0, 0.1], [-0.2, -0.1, 0.0], [0.1, -0.2, -0.2], [0.0, 0.0, -0.2], [0.0, 0.0, -0.1], [-0.1, 0.0, -0.2], [-0.1, 0.1, 0.0], [0.1, 0.0, -0.1], [0.0, -0.1, -0.1], [0.0, 0.0, -0.1], [-0.1, 0.0, 0.0], [-0.1, 0.0, 0.0], [-0.1, 0.0, 0.0], [0.0, 0.1, 0.0], [0.0, 0.1, 0.0], [0.0, 0.1, 0.0], [0.0, 0.1, 0.0], [0.1, 0.0, -0.1], [-0.1, 0.0, -0.1], [0.1, 0.0, 0.0], [0.0, 0.0, -0.1], [0.0, 0.0, 0.0], [0.0, 0.0, 0.0], [0.1, 0.0, -0.1], [0.0, 0.1, 0.0], [0.0, 0.0, 0.1], [0.0, 0.1, 0.0], [0.0, 0.0, 0.1], [0.0, 0.0, 0.0], [0.0, 0.0, 0.1], [0.0, -0.1, 0.0], [-0.1, 0.0, 0.1], [0.0, 0.0, 0.0]],
  "relative_energy_kj_mol": 17.7,
  "total_charge": 1,
  "e_tot_ha": -3854.67939,
  "spin_multiplicity": 3,
  "homo_lumo_gap_ev": [8.39, 8.09]
}


{
  "formula": "C22H42ClF6N2O4PdS2SbSi3",
  "method": "ωB97M-V/def2-TZVPD",
  "symbols": ["Pd", "F", "C", "F", "F", "S", "O", "O", "N", "S", "O", "O", "C", "F", "F", "F", "Cl", "C", "C", "C", "C", "C", "C", "C", "H", "H", "H", "H", "H", "H", "C", "C", "C", "C", "N", "H", "H", "H", "H", "H", "H", "H", "H", "H", "C", "Si", "C", "C", "Sb", "Si", "C", "C", "C", "Si", "C", "C", "C", "H", "H", "H", "H", "H", "H", "H", "H", "H", "H", "H", "H", "H", "H", "H", "H", "H", "H", "H", "H", "H", "H", "H", "H", "H", "H", "H"],
  "positions_angstrom": [[-0.33188, 1.59975, 0.52419], [3.84844, 3.14973, 3.58514], [3.22139, 1.95809, 3.61444], [3.11559, 1.59883, 4.89464], [4.04749, 1.07054, 3.02026], [1.58928, 2.03326, 2.60665], [1.06546, 3.34561, 3.04156], [3.19048, -0.06248, -0.20370], [0.89733, 0.76277, 3.32668], [-0.23766, 0.93198, 4.39514], [-1.50353, 1.39423, 3.88442], [0.17011, 1.43361, 5.68714], [-0.52414, -0.86506, 4.69447], [-1.27842, -1.01879, 5.79466], [-1.17325, -1.44700, 3.68093], [0.61577, -1.54124, 4.89375], [-3.95724, -0.87600, 0.33940], [-3.85049, 0.36924, -0.88727], [-4.50799, 0.12574, -2.08697], [-4.47390, 1.06627, -3.10195], [-3.76584, 2.24854, -2.88894], [-3.11526, 2.46707, -1.69265], [-3.13246, 1.54138, -0.62627], [-2.43571, 1.85134, 0.62927], [-5.04075, -0.80875, -2.21219], [-4.97710, 0.87540, -4.04189], [-3.70952, 2.99698, -3.67147], [-2.52191, 3.36192, -1.54804], [-2.77971, 1.24749, 1.46921], [-2.58319, 2.90465, 0.87930], [0.20615, 4.93046, -1.99104], [0.52669, 4.22424, -0.65759], [2.00822, 4.46521, -0.31716], [-0.32470, 4.84962, 0.45011], [0.34073, 2.80182, -0.80313], [0.39789, 6.01153, -1.94099], [-0.84134, 4.77235, -2.25794], [0.81858, 4.49968, -2.78711], [2.25581, 5.53338, -0.36708], [2.64079, 3.92478, -1.02601], [2.22037, 4.09852, 0.68871], [-0.02603, 5.89079, 0.61813], [-0.19564, 4.29010, 1.37888], [-1.38137, 4.83965, 0.17351], [-2.29821, -4.15137, 0.75282], [-0.44601, -3.85681, 0.65896], [0.24200, -5.06676, -0.61548], [0.24978, -4.33786, 2.33539], [0.00210, -1.37953, 0.16689], [2.56785, -1.50122, 0.31544], [2.88523, 0.50611, -1.46839], [3.13986, -1.68625, 2.07705], [3.38059, -2.88318, -0.67138], [-0.40817, -1.48949, -2.35851], [-1.98735, -2.47480, -2.62504], [-0.59946, 0.25111, -3.01889], [0.89810, -2.38204, -3.38714], [-2.50261, -5.18181, 1.06234], [-2.79753, -3.96928, -0.19983], [-2.73769, -3.47848, 1.49169], [-0.00683, -6.09475, -0.32866], [1.32763, -4.98811, -0.68741], [-0.17768, -4.88404, -1.60642], [0.18809, -5.42309, 2.46940], [-0.33359, -3.86351, 3.12602], [1.28535, -4.03404, 2.46638], [1.96567, 1.09778, -1.41666], [2.80208, -0.26632, -2.24392], [3.70398, 1.17540, -1.74125], [2.55238, -1.06787, 2.75825], [4.17847, -1.34784, 2.12325], [3.10595, -2.72450, 2.40660], [3.00199, -2.99244, -1.68712], [3.25494, -3.83583, -0.15082], [4.45336, -2.66832, -0.71929], [-2.80029, -2.08506, -2.01107], [-1.84493, -3.53190, -2.38710], [-2.28945, -2.40168, -3.67500], [-0.46527, 1.02256, -2.25057], [-1.59609, 0.37787, -3.45202], [0.13606, 0.43676, -3.80805], [1.12872, -3.37998, -3.01143], [1.82336, -1.80470, -3.44300], [0.51009, -2.48199, -4.40729]],
  "atomic_forces_ev_per_a": [[-0.4, 0.4, -1.0], [0.0, 0.1, -0.1], [-0.1, 0.0, -0.1], [-0.1, 0.0, 0.1], [0.1, 0.0, 0.0], [0.5, 0.5, 0.1], [0.0, -0.3, 0.0], [0.1, -0.1, 0.0], [-0.5, 0.0, 0.1], [0.0, 0.2, 0.2], [0.2, 0.0, 0.1], [0.0, -0.1, -0.1], [0.1, -0.1, 0.0], [-0.1, 0.0, 0.1], [0.0, 0.0, 0.0], [0.0, 0.0, 0.0], [0.0, -0.1, 0.1], [0.0, 0.0, -0.1], [0.0, 0.0, 0.0], [0.0, -0.1, 0.0], [0.0, 0.1, 0.1], [-0.1, 0.0, 0.0], [0.2, 0.1, 0.0], [0.1, 0.0, 0.1], [0.0, 0.0, 0.0], [0.0, 0.0, 0.0], [0.0, 0.0, 0.0], [0.0, 0.0, 0.0], [0.1, -0.1, 0.0], [0.1, 0.0, 0.0], [0.1, 0.1, 0.0], [0.0, -0.2, 0.1], [0.0, 0.1, 0.0], [-0.1, 0.0, 0.1], [-0.3, -0.6, 0.5], [0.0, 0.0, 0.0], [0.0, 0.0, 0.0], [0.0, 0.0, 0.0], [0.0, 0.0, 0.0], [0.0, 0.0, 0.0], [0.0, 0.0, -0.1], [0.0, 0.0, 0.0], [0.0, 0.1, -0.1], [0.0, -0.1, 0.0], [-0.1, 0.0, 0.0], [0.0, 0.1, -0.1], [0.0, -0.1, 0.0], [-0.1, -0.1, 0.1], [0.0, 0.2, 0.2], [-0.1, 0.1, 0.0], [0.0, 0.0, 0.0], [0.0, 0.1, 0.0], [0.1, 0.0, 0.0], [0.0, 0.1, 0.1], [-0.1, 0.0, 0.0], [0.0, 0.0, 0.0], [0.1, 0.0, -0.1], [0.0, 0.0, 0.0], [0.0, 0.0, 0.0], [0.0, 0.0, 0.0], [0.0, 0.0, 0.0], [0.0, 0.0, 0.0], [0.0, 0.0, 0.0], [0.0, 0.0, 0.0], [0.0, 0.0, 0.0], [0.1, 0.0, 0.0], [0.0, 0.0, 0.0], [0.0, 0.0, 0.0], [0.0, 0.0, 0.0], [0.0, -0.1, 0.0], [0.0, 0.0, 0.0], [-0.1, -0.1, 0.0], [0.0, 0.0, 0.0], [0.0, 0.0, 0.0], [0.0, 0.0, 0.0], [0.0, 0.0, 0.0], [0.0, 0.0, 0.0], [0.0, 0.0, 0.0], [0.0, 0.0, 0.0], [0.0, 0.0, 0.0], [0.0, 0.0, 0.0], [0.0, 0.0, 0.0], [0.0, -0.1, 0.0], [0.0, 0.0, 0.0]],
  "relative_energy_kj_mol": 145.0,
  "total_charge": -2,
  "e_tot_ha": -4366.39748,
  "spin_multiplicity": 1,
  "homo_lumo_gap_ev": [5.03, 5.01]
}


{
  "formula": "C22H42N2O18",
  "method": "ωB97M-V/def2-TZVPD",
  "symbols": ["C", "O", "C", "O", "O", "C", "H", "H", "H", "H", "H", "H", "C", "O", "C", "O", "O", "C", "H", "H", "H", "H", "H", "H", "C", "O", "C", "O", "O", "C", "H", "H", "H", "H", "H", "H", "C", "O", "C", "O", "O", "C", "H", "H", "H", "H", "H", "H", "C", "O", "C", "O", "O", "C", "H", "H", "H", "H", "H", "H", "C", "O", "C", "O", "O", "C", "H", "H", "H", "H", "H", "H", "C", "C", "N", "H", "H", "H", "C", "C", "N", "H", "H", "H"],
  "positions_angstrom": [[-0.56662, -5.81640, 0.04214], [-0.99542, -4.39217, -0.03799], [-2.25276, -4.14519, -0.37403], [-2.71675, -2.98015, -0.42434], [-2.99758, -5.26483, -0.56664], [-4.46175, -5.06885, -0.85962], [0.52285, -5.72017, 0.19201], [-0.77159, -6.38021, -0.86815], [-1.00608, -6.27625, 0.93719], [-4.62478, -4.27928, -1.58631], [-4.90246, -4.83534, 0.11527], [-4.83452, -6.03191, -1.22849], [-5.64124, 3.37343, 2.44620], [-6.69630, 2.44603, 1.98627], [-6.35242, 1.20460, 1.65388], [-7.17515, 0.38910, 1.23162], [-5.01347, 0.96750, 1.74684], [-4.56177, -0.27985, 1.22381], [-6.08204, 4.32867, 2.16174], [-4.69371, 3.25002, 1.89634], [-5.57565, 3.37069, 3.54901], [-4.22571, -0.07595, 0.20681], [-5.21167, -1.14310, 1.30350], [-3.66690, -0.42380, 1.84229], [-1.06172, -1.98951, -3.20126], [0.05204, -1.08771, -3.15053], [0.94970, -1.21164, -4.14350], [0.93363, -2.01470, -5.10237], [1.84432, -0.20821, -4.00743], [2.84821, -0.18636, -5.03370], [-1.39674, -2.00997, -2.18246], [-0.79962, -3.00476, -3.50141], [-1.86488, -1.66607, -3.85875], [2.34991, -0.22016, -6.02953], [3.47607, -1.08284, -4.94048], [3.40387, 0.73186, -4.89157], [5.15843, -0.54929, -0.83637], [4.80272, -1.67678, -0.02447], [3.49609, -1.79830, 0.32037], [2.60371, -1.03419, -0.04970], [3.34207, -2.91597, 1.04696], [2.00783, -3.16762, 1.51223], [4.58603, -0.59155, -1.75005], [6.21210, -0.72822, -1.04988], [4.98403, 0.36681, -0.29411], [2.12143, -4.09901, 2.09332], [1.25455, -3.30109, 0.71319], [1.68079, -2.39932, 2.24139], [-0.38425, 6.61328, -2.54608], [-0.03218, 5.23101, -2.53374], [1.27015, 4.94079, -2.46167], [2.12430, 5.82758, -2.32722], [1.60958, 3.66811, -2.44403], [0.57937, 2.61026, -2.49322], [-1.41995, 6.66495, -2.19016], [-0.30285, 7.03512, -3.55456], [0.20779, 7.17999, -1.82214], [1.03066, 1.66536, -2.74992], [-0.16248, 2.88882, -3.27518], [0.13650, 2.53707, -1.49602], [4.48728, 0.54477, 2.88147], [4.31408, 1.64509, 1.97288], [3.04894, 2.08536, 1.95963], [2.10954, 1.52994, 2.51539], [2.95655, 3.15821, 1.23140], [1.70599, 3.84535, 1.26261], [4.12102, 0.78281, 3.89298], [5.58674, 0.45238, 2.87729], [4.05147, -0.39233, 2.50450], [0.89515, 3.14677, 1.05068], [1.73626, 4.60336, 0.46993], [1.53917, 4.25869, 2.26890], [0.92687, -0.38145, 5.04751], [-0.08452, -1.17003, 5.68514], [-0.86104, -1.80578, 6.27441], [1.86698, -0.90797, 4.88655], [1.09734, 0.58472, 5.53577], [0.54728, -0.09239, 4.07596], [-0.33067, -0.28380, 0.41232], [-1.01149, 0.97952, 0.63853], [-1.57835, 1.96542, 0.78067], [0.40435, -0.15300, -0.37347], [-0.94966, -1.17802, 0.28711], [0.28301, -0.45198, 1.28653]],
  "atomic_forces_ev_per_a": [[0.6, 1.0, 0.6], [0.0, -1.3, -0.4], [-2.6, 2.3, 0.2], [1.5, -3.2, 0.0], [-0.4, 0.8, -0.6], [1.2, -0.2, 0.9], [-0.6, -0.2, -0.1], [-0.2, 0.3, 0.1], [0.0, 0.1, -0.5], [0.2, 0.1, 0.1], [-0.2, 0.1, -0.4], [0.4, 0.3, 0.1], [-1.0, 0.3, -0.4], [1.2, 0.0, 0.5], [-0.8, -1.6, -1.3], [1.7, 1.6, 1.0], [-2.0, 0.3, 0.3], [1.7, 0.4, 0.3], [0.2, 0.1, 0.1], [-0.5, -0.2, 0.6], [0.3, -0.4, -0.6], [-0.2, -0.4, -0.1], [-0.4, 0.4, 0.0], [-0.1, -0.5, -0.4], [-0.1, -0.5, 0.3], [0.6, -0.5, -1.1], [-0.2, -0.7, -2.4], [-0.1, 2.0, 3.1], [-0.4, -0.8, 0.0], [-0.5, -0.6, -0.7], [-0.4, 0.0, 0.4], [0.4, 0.2, 0.0], [0.2, 0.4, -0.1], [0.5, 0.1, 0.7], [0.0, 0.4, 0.0], [0.1, 0.0, 0.0], [0.1, -0.7, 0.0], [-1.2, -0.6, 0.9], [-0.4, 1.0, -1.5], [1.6, -1.4, 1.0], [-0.1, 0.8, -0.4], [-0.3, -0.5, 0.9], [-0.2, 0.2, -0.3], [-0.1, 0.3, 0.0], [0.0, 0.3, 0.0], [-0.2, 0.3, -0.4], [0.6, 0.3, 0.3], [0.2, -0.2, -0.6], [-0.4, 0.5, 0.5], [-0.2, -1.0, -0.3], [1.9, 2.7, 0.9], [-1.4, -1.8, -0.5], [-0.6, -1.1, -0.3], [-0.5, 1.3, -0.3], [0.2, -0.2, -0.4], [0.1, -0.1, 0.3], [0.2, -0.1, -0.4], [0.6, 0.1, -0.1], [0.4, -0.3, 0.8], [-0.2, 0.1, -0.3], [1.3, -0.1, -0.1], [-0.8, -0.1, 0.4], [-1.2, -1.2, 0.4], [1.0, 0.4, -0.2], [0.6, 0.8, -0.5], [-0.7, -0.1, -0.1], [0.1, -0.1, -0.5], [-0.5, -0.3, 0.3], [-0.1, 0.5, 0.1], [0.0, 0.1, 0.0], [0.2, -0.1, 0.5], [0.1, 0.1, -0.5], [0.3, 1.0, -0.9], [-1.4, -1.5, 1.9], [1.2, 1.0, -1.2], [-0.1, -0.1, 0.2], [0.0, -0.4, 0.3], [0.0, 0.0, -0.5], [0.6, 0.0, 0.5], [-0.5, -0.6, -0.3], [0.0, 0.4, 0.1], [-0.1, -0.2, -0.4], [-0.3, 0.5, -0.3], [0.2, -0.1, 0.4]],
  "e_tot_ha": -2327.28471,
  "spin_multiplicity": 1,
  "homo_lumo_gap_ev": 10.55
}